Entry 1:
Formula: C5H9N
Source: OMol25
Level of theory: the ωB97M-V functional and the def2-TZVPD basis

* HOMO: -8.0 eV
* relative energy (zero: lowest compared OMol25 entry of this formula, charge and spin): 238.4 kJ/mol
* HOMO-LUMO gap: 9.0267 eV

Positions of all 15 atoms, in Å:
C 2.74 0.35 0.62
C 1.61 0.36 -0.15
N 0.43 -0.32 0.14
C -0.60 -0.44 -0.95
C -2.25 0.38 0.76
C -2.01 -0.36 -0.39
H 3.57 0.90 0.27
H 2.59 -0.14 1.61
H 1.64 1.04 -1.00
H 0.69 -1.13 0.68
H -0.43 -1.45 -1.52
H -0.48 0.46 -1.62
H -3.23 0.93 0.81
H -1.49 0.63 1.46
H -2.74 -0.83 -1.02

***

Entry 2:
Formula: C5H4O
Source: OMol25
Level of theory: the ωB97M-V functional and the def2-TZVPD basis

* HOMO: -9.5 eV
* relative energy (zero: lowest compared OMol25 entry of this formula, charge and spin): 603.4 kJ/mol
* HOMO-LUMO gap: 9.6185 eV

Positions of all 10 atoms, in Å:
C 0.24 -0.31 0.88
C 0.94 0.77 0.12
C 1.16 1.56 -0.99
C -1.02 -0.53 0.12
C -2.19 -0.47 -0.28
H 1.91 -1.39 -0.04
H 0.03 -0.04 1.87
H 1.20 2.53 -1.59
H -3.13 -0.65 -0.70
O 0.86 -1.48 0.61

***

Entry 3:
Formula: C3H3N3
Source: OMol25
Level of theory: the ωB97M-V functional and the def2-TZVPD basis

* HOMO: -11.3 eV
* relative energy (zero: lowest compared OMol25 entry of this formula, charge and spin): 211.5 kJ/mol
* HOMO-LUMO gap: 10.3385 eV

Positions of all 9 atoms, in Å:
N -0.46 -0.67 -0.43
C 0.58 -0.39 0.24
C 1.87 -1.01 0.00
N 2.88 -1.53 -0.23
C -1.50 2.58 0.46
N -1.82 1.49 0.19
H -1.73 0.50 -0.09
H -0.33 -1.33 -1.18
H 0.51 0.36 1.04

***

Entry 4:
Formula: C21H26N2O5S
Source: OMol25
Level of theory: the ωB97M-V functional and the def2-TZVPD basis

* HOMO: -7.4 eV
* relative energy (zero: lowest compared OMol25 entry of this formula, charge and spin): 297.2 kJ/mol
* HOMO-LUMO gap: 7.8058 eV

Positions of all 55 atoms, in Å:
C -3.27 -5.93 2.48
H -3.82 -6.86 2.57
O -3.23 -5.66 1.09
C -2.75 -4.48 0.61
C -3.05 -4.24 -0.73
C -2.63 -3.11 -1.39
C -1.90 -2.15 -0.70
C -1.59 -2.37 0.64
C -2.00 -3.51 1.31
O -1.69 -3.75 2.63
C -0.98 -2.77 3.34
H 0.02 -2.60 2.92
H -1.52 -1.82 3.37
H -0.88 -3.16 4.35
H -1.01 -1.61 1.15
N -1.43 -0.96 -1.27
C -1.60 -0.49 -2.52
O -2.20 -1.05 -3.42
C -0.94 0.88 -2.72
C -1.62 1.90 -1.79
C -0.81 3.18 -1.65
N 0.55 2.88 -1.24
S 0.65 2.29 0.34
O 0.37 0.87 0.44
O -0.15 3.16 1.15
C 2.38 2.57 0.68
C 2.83 3.87 0.73
C 4.17 4.11 0.98
C 5.06 3.05 1.17
C 4.58 1.75 1.11
C 3.24 1.50 0.87
H 2.85 0.50 0.83
H 5.25 0.92 1.27
C 6.50 3.32 1.46
H 7.12 2.48 1.16
H 6.64 3.49 2.53
H 6.84 4.21 0.94
H 4.53 5.13 1.02
H 2.12 4.67 0.58
C 1.25 2.09 -2.23
C 0.58 0.75 -2.49
H 1.03 0.29 -3.38
H 0.78 0.10 -1.64
H 1.30 2.70 -3.14
H 2.27 1.94 -1.86
H -0.75 3.73 -2.60
H -1.24 3.83 -0.88
H -1.75 1.49 -0.79
H -2.61 2.13 -2.19
H -1.11 1.19 -3.75
H -0.90 -0.39 -0.62
H -2.87 -2.96 -2.43
H -3.62 -5.00 -1.24
H -3.78 -5.14 3.03
H -2.26 -6.05 2.89

***

Entry 5:
Formula: C5H12N
Source: OMol25
Level of theory: the ωB97M-V functional and the def2-TZVPD basis

* HOMO: -16.0 eV
* relative energy (zero: lowest compared OMol25 entry of this formula, charge and spin): 125.1 kJ/mol
* HOMO-LUMO gap: 12.7386 eV
* net charge: +1

Positions of all 18 atoms, in Å:
C -0.02 -1.77 -0.75
C 0.78 -0.61 -0.02
N 0.69 0.65 -0.83
C -0.33 1.58 -0.23
C -0.99 0.81 0.91
C 0.21 -0.20 1.44
H 0.58 -2.62 -1.12
H -0.46 -1.45 -1.76
H -0.95 -2.11 -0.26
H 1.87 -1.04 0.05
H 0.40 0.35 -1.72
H 1.63 1.05 -1.01
H 0.18 2.40 0.18
H -0.96 2.03 -1.03
H -1.43 1.57 1.51
H -1.84 0.18 0.61
H -0.20 -1.11 1.97
H 0.83 0.29 2.05

***

Entry 6:
Formula: C10H12O2
Source: OMol25
Level of theory: the ωB97M-V functional and the def2-TZVPD basis

* HOMO: -8.6 eV
* relative energy (zero: lowest compared OMol25 entry of this formula, charge and spin): 328.4 kJ/mol
* HOMO-LUMO gap: 7.5828 eV

Positions of all 24 atoms, in Å:
C 1.90 -1.24 1.40
C 1.35 -0.49 2.37
C 0.04 0.23 2.32
C -1.05 -0.26 1.73
C -0.07 1.52 3.05
C -0.83 2.55 2.68
C 1.90 -1.09 -2.42
C 0.59 -1.00 -2.69
C -0.23 -0.08 -1.92
C -1.66 0.08 -2.34
H 2.85 -1.75 1.55
H 1.42 -1.33 0.44
H 1.90 -0.36 3.30
H -1.02 -1.18 1.18
H -1.97 0.30 1.73
H 0.56 1.63 3.93
H -0.88 3.48 3.24
H -1.41 2.51 1.75
H 2.62 -1.69 -3.00
H 2.29 -0.44 -1.65
H 0.09 -1.58 -3.46
H -2.22 0.89 -1.84
O 0.21 0.49 -0.93
O -2.19 -0.71 -3.10

***

Entry 7:
Formula: C4H10P2
Source: OMol25
Level of theory: the ωB97M-V functional and the def2-TZVPD basis

* HOMO: -8.8 eV
* relative energy (zero: lowest compared OMol25 entry of this formula, charge and spin): 209.0 kJ/mol
* HOMO-LUMO gap: 9.7342 eV

Positions of all 16 atoms, in Å:
C -0.64 -1.48 0.30
C 0.53 2.05 0.63
C -0.11 1.65 -0.43
C 0.31 -0.84 -0.31
P -2.34 -1.81 -0.27
P 2.02 -0.72 0.34
H -0.48 -1.67 1.42
H 0.09 1.85 1.68
H 1.50 2.31 0.62
H -2.43 -0.56 -0.92
H 0.41 1.85 -1.48
H -1.22 1.40 -0.40
H 0.24 -0.38 -1.21
H -2.97 -1.38 0.95
H 2.51 -0.34 -1.01
H 2.57 -1.94 0.10

***

Entry 8:
Formula: C4H12
Source: OMol25
Level of theory: the ωB97M-V functional and the def2-TZVPD basis

* HOMO: -10.9 eV
* relative energy (zero: lowest compared OMol25 entry of this formula, charge and spin): 134.8 kJ/mol
* HOMO-LUMO gap: 12.0127 eV

Positions of all 16 atoms, in Å:
C 0.83 0.68 -0.81
C 2.26 1.41 -0.73
H 0.04 1.46 -0.66
H 0.50 0.17 -1.81
H 0.84 -0.09 -0.08
H 2.51 1.62 0.42
H 2.28 2.35 -1.19
H 3.10 0.66 -0.87
C -1.77 -0.36 0.68
C -1.31 -1.72 0.75
H -2.85 -0.39 0.36
H -1.62 0.25 1.61
H -1.36 0.35 0.05
H -1.21 -2.23 -0.21
H -1.96 -2.43 1.23
H -0.26 -1.71 1.27

***

Entry 9:
Formula: C4H8NO
Source: OMol25
Level of theory: the ωB97M-V functional and the def2-TZVPD basis

* HOMO: -14.4 eV
* relative energy (zero: lowest compared OMol25 entry of this formula, charge and spin): 279.3 kJ/mol
* HOMO-LUMO gap: 10.8865 eV
* net charge: +1

Positions of all 14 atoms, in Å:
C 0.91 0.69 -0.74
C -1.19 -0.55 -0.23
C 0.76 -0.15 0.52
C -0.33 0.72 -0.02
N -0.12 -1.42 0.44
O -0.93 1.88 0.43
H 1.65 1.59 -0.65
H 1.13 0.10 -1.57
H -2.21 -0.72 0.16
H -1.08 -0.82 -1.34
H 1.63 0.05 1.41
H -0.27 -1.80 1.35
H 0.26 -2.18 -0.17
H -0.21 2.62 0.43

***

Entry 10:
Formula: C40H31AsBr2HfN3OS
Source: OMol25
Level of theory: the ωB97M-V functional and the def2-TZVPD basis

* HOMO: -10.0 eV
* relative energy (zero: lowest compared OMol25 entry of this formula, charge and spin): 20.8 kJ/mol
* HOMO-LUMO gap: 6.6554 eV
* net charge: +1

Positions of all 80 atoms, in Å:
Hf -0.40 -1.65 -0.42
S -1.59 -3.13 1.15
C -2.45 -1.72 1.85
C -3.84 -1.73 1.92
C -4.51 -0.69 2.53
C -3.81 0.37 3.10
C -2.43 0.40 3.02
C -1.75 -0.64 2.39
As 0.16 -0.71 2.14
C 0.80 -1.81 3.57
C 0.72 -1.32 4.87
C 1.14 -2.11 5.93
C 1.63 -3.39 5.69
C 1.69 -3.87 4.39
C 1.28 -3.09 3.33
C 0.85 1.07 2.45
C 0.19 2.19 1.96
C 0.74 3.45 2.10
C 1.97 3.60 2.73
C 2.64 2.49 3.22
C 2.08 1.23 3.08
H -4.39 -2.55 1.49
H -5.59 -0.71 2.58
H -4.35 1.17 3.59
H -1.88 1.23 3.45
H 0.33 -0.32 5.07
H 1.08 -1.73 6.94
H 1.95 -4.00 6.51
H 2.06 -4.87 4.21
H 1.32 -3.47 2.31
H -0.77 2.09 1.46
H 0.21 4.32 1.73
H 2.40 4.59 2.85
H 3.59 2.60 3.72
H 2.62 0.37 3.47
Br 4.20 -2.45 1.15
C 3.66 -1.87 -0.55
C 4.61 -1.22 -1.38
C 4.27 -0.76 -2.62
Br 5.57 0.10 -3.68
C 2.94 -0.90 -3.11
C 2.45 -0.42 -4.34
C 1.12 -0.55 -4.64
C 0.25 -1.12 -3.69
N 0.69 -1.60 -2.55
C 2.02 -1.54 -2.27
C 2.37 -2.07 -0.99
O 1.40 -2.66 -0.32
H 5.61 -1.09 -1.01
H 3.13 0.04 -5.04
H 0.72 -0.19 -5.58
H -0.82 -1.15 -3.86
N 0.30 0.57 -0.80
C 0.34 1.51 -1.45
C 0.40 2.69 -2.25
C -0.55 2.87 -3.26
C -0.47 4.00 -4.04
C 0.54 4.93 -3.82
C 1.49 4.74 -2.82
C 1.42 3.61 -2.02
H -1.33 2.13 -3.41
H -1.19 4.17 -4.83
H 0.60 5.81 -4.44
H 2.26 5.47 -2.66
H 2.14 3.44 -1.23
C -2.03 -3.31 -2.39
C -2.63 -1.94 -2.31
C -3.72 -1.46 -3.00
C -3.96 -0.15 -2.52
C -3.03 0.11 -1.54
C -2.93 1.30 -0.65
N -2.18 -0.98 -1.41
H -1.83 -3.58 -3.43
H -2.66 -4.07 -1.93
H -1.04 -3.46 -1.91
H -4.28 -2.01 -3.74
H -4.76 0.51 -2.81
H -3.88 1.83 -0.63
H -2.18 2.03 -0.96
H -2.71 1.01 0.38

***

Entry 11:
Formula: C16H56BF4N4O10
Source: OMol25
Level of theory: the ωB97M-V functional and the def2-TZVPD basis

* HOMO: -6.7 eV
* relative energy (zero: lowest compared OMol25 entry of this formula, charge and spin): 0.0 kJ/mol
* HOMO-LUMO gap: 9.1193 eV
* net charge: -1

Positions of all 91 atoms, in Å:
B -1.31 -1.78 0.32
F -0.47 -0.74 0.76
F -2.03 -2.23 1.44
F -2.18 -1.28 -0.69
F -0.60 -2.82 -0.28
C -3.10 1.74 -1.62
C -2.20 2.96 -1.48
C -2.96 4.17 -1.91
O -2.20 5.35 -1.76
C -2.82 6.48 -2.27
N -1.84 3.06 -0.05
H -3.47 1.67 -2.66
H -3.95 1.84 -0.95
H -2.56 0.81 -1.44
H -1.28 2.88 -2.07
H -3.92 4.27 -1.37
H -3.24 4.01 -2.96
H -3.56 6.90 -1.59
H -3.30 6.30 -3.25
H -2.08 7.25 -2.53
H -1.21 2.30 0.19
H -1.37 3.94 0.12
C 2.49 0.97 -1.21
C 3.65 0.17 -1.78
C 3.18 -0.90 -2.74
O 4.21 -1.88 -2.83
C 3.88 -2.88 -3.76
N 4.58 1.13 -2.44
H 1.97 1.51 -2.02
H 2.84 1.67 -0.46
H 1.70 0.29 -0.87
H 4.22 -0.23 -0.94
H 2.93 -0.51 -3.74
H 2.29 -1.41 -2.34
H 4.54 -3.75 -3.63
H 4.06 -2.55 -4.79
H 2.86 -3.24 -3.60
H 4.03 1.90 -2.81
H 5.00 0.68 -3.25
C -2.78 -6.33 4.28
C -1.57 -5.52 3.83
C -1.44 -5.38 2.33
O -1.19 -6.68 1.79
C -1.34 -6.72 0.39
N -1.62 -4.21 4.51
H -3.67 -5.70 4.29
H -2.61 -6.66 5.31
H -2.96 -7.22 3.67
H -0.67 -6.01 4.20
H -0.61 -4.72 2.06
H -2.35 -4.95 1.89
H -2.31 -6.34 0.06
H -1.31 -7.77 0.11
H -0.52 -6.21 -0.12
H -0.80 -3.68 4.20
H -2.38 -3.64 4.16
C 3.53 5.73 0.48
C 2.64 4.83 -0.41
C 1.50 4.11 0.25
O 2.00 3.50 1.43
C 1.12 2.49 1.90
N 2.25 5.44 -1.68
H 3.09 6.71 0.68
H 4.44 5.89 -0.11
H 3.82 5.20 1.38
H 3.36 4.03 -0.67
H 1.12 3.42 -0.52
H 0.68 4.76 0.57
H 1.09 1.61 1.26
H 0.15 2.96 2.11
H 1.47 2.14 2.87
H 1.52 6.13 -1.49
H 3.00 6.04 -2.02
O -1.27 0.64 3.49
H -1.72 0.49 2.65
H -1.98 0.87 4.10
O -1.09 -2.40 -3.37
H -1.39 -1.73 -3.98
H -1.42 -2.12 -2.50
O 0.05 -1.84 3.56
H -0.21 -1.97 2.64
H -0.38 -1.00 3.79
O 2.16 -1.04 1.54
H 2.20 -0.98 2.50
H 1.26 -0.79 1.32
O 0.93 -4.12 -2.19
H 0.58 -3.98 -1.30
H 0.38 -3.54 -2.73
O -3.71 -0.22 2.27
H -3.26 -0.99 1.88
H -4.54 -0.57 2.61

***

Entry 12:
Formula: C5H8NO
Source: OMol25
Level of theory: the ωB97M-V functional and the def2-TZVPD basis

* HOMO (spin up / spin down): -12.1 / -11.5 eV
* relative energy (zero: lowest compared OMol25 entry of this formula, charge and spin): 713.9 kJ/mol
* HOMO-LUMO gap (spin up / spin down): 7.0581 / 5.7374 eV
* net charge: +1

Positions of all 15 atoms, in Å:
C 0.18 0.26 2.23
C -1.57 0.84 0.48
C 1.45 0.10 -2.44
C -1.17 -0.63 0.24
C 1.37 -0.74 -1.30
N -0.64 0.15 1.24
O 1.67 0.43 -0.96
H 0.81 -0.56 2.49
H 0.17 1.27 2.73
H -1.23 1.58 -0.30
H -2.66 1.00 0.79
H 2.44 0.09 -3.02
H 0.73 0.64 -3.00
H -1.64 -1.60 0.16
H 0.91 -1.67 -0.79

***

Entry 13:
Formula: C26H59Cl3N3O9PS9
Source: OMol25
Level of theory: the ωB97M-V functional and the def2-TZVPD basis

* HOMO: -8.1 eV
* HOMO-LUMO gap: 7.9801 eV

Positions of all 110 atoms, in Å:
C 3.74 0.67 1.03
C 2.89 1.78 1.57
C 1.45 1.54 1.66
N 0.91 0.30 1.23
C 0.61 2.51 2.07
C -0.88 2.39 2.18
Cl -1.41 0.94 3.08
C -1.66 2.41 0.84
C -2.89 3.30 0.93
Cl -0.65 2.97 -0.55
C 1.16 3.78 2.40
N 0.45 4.83 2.81
S 1.50 6.01 3.07
N 2.87 5.28 2.69
C 2.56 4.03 2.32
C 3.45 2.98 1.90
P 5.27 3.14 1.75
O 5.55 4.59 2.37
Cl 5.35 3.49 -0.32
H 4.79 0.81 1.25
H 3.45 -0.31 1.41
H 3.63 0.61 -0.06
H 0.86 0.25 0.22
H 1.47 -0.48 1.53
H -1.23 3.22 2.78
H -1.94 1.40 0.59
H -3.31 3.46 -0.06
H -3.64 2.85 1.58
H -2.60 4.27 1.33
H 5.86 5.27 1.72
C 2.07 -2.64 -3.09
S 1.49 -1.44 -1.90
O 1.76 -2.02 -0.55
C -0.26 -1.68 -2.22
H 3.15 -2.68 -3.02
H 1.65 -3.61 -2.84
H 1.78 -2.33 -4.09
H -0.52 -2.74 -2.07
H -0.48 -1.38 -3.25
H -0.82 -1.06 -1.53
C 7.91 6.28 -1.28
S 7.68 6.76 0.43
O 6.22 6.58 0.71
C 7.92 8.52 0.19
H 7.74 5.21 -1.35
H 7.19 6.81 -1.91
H 8.93 6.51 -1.59
H 7.19 8.89 -0.53
H 8.94 8.69 -0.15
H 7.76 9.00 1.16
C -4.78 -0.07 1.40
S -6.14 0.55 0.43
O -5.99 2.03 0.38
C -7.40 0.20 1.66
H -3.86 0.10 0.84
H -4.72 0.46 2.36
H -4.91 -1.14 1.57
H -7.15 0.71 2.59
H -7.46 -0.88 1.82
H -8.35 0.56 1.27
C -0.50 -3.86 0.70
S -0.24 -5.42 -0.12
O -0.84 -5.27 -1.49
C -1.41 -6.38 0.85
H 0.11 -3.15 0.15
H -1.56 -3.59 0.64
H -0.18 -3.92 1.74
H -2.40 -5.93 0.77
H -1.08 -6.41 1.88
H -1.43 -7.39 0.44
C 1.18 -5.59 -7.73
S 0.82 -4.15 -6.73
O 2.11 -3.43 -6.51
C 0.48 -5.08 -5.23
H 1.45 -5.24 -8.72
H 2.02 -6.13 -7.29
H 0.29 -6.21 -7.79
H 1.35 -5.69 -4.97
H -0.40 -5.71 -5.38
H 0.28 -4.37 -4.43
C -4.55 2.93 5.84
S -3.85 1.29 5.65
O -4.59 0.65 4.52
C -4.55 0.60 7.15
H -4.27 3.51 4.96
H -5.64 2.86 5.90
H -4.14 3.39 6.73
H -5.64 0.69 7.11
H -4.14 1.13 8.00
H -4.26 -0.44 7.19
C 0.63 2.18 8.19
S -0.35 1.48 6.86
O -1.38 0.62 7.50
C 0.92 0.39 6.22
H 0.00 2.87 8.74
H 0.98 1.38 8.84
H 1.48 2.72 7.76
H 1.24 -0.29 7.00
H 1.75 0.99 5.85
H 0.48 -0.17 5.39
C -1.34 -6.33 -11.34
S -1.92 -5.11 -10.16
O -1.62 -5.64 -8.81
C -3.67 -5.37 -10.45
H -0.25 -6.36 -11.28
H -1.75 -7.31 -11.07
H -1.65 -6.05 -12.34
H -3.92 -6.41 -10.25
H -3.91 -5.11 -11.48
H -4.22 -4.72 -9.77

***

Entry 14:
Formula: C4H5IN2
Source: OMol25
Level of theory: the ωB97M-V functional and the def2-TZVPD basis

* HOMO: -8.4 eV
* relative energy (zero: lowest compared OMol25 entry of this formula, charge and spin): 407.3 kJ/mol
* HOMO-LUMO gap: 8.8325 eV

Positions of all 12 atoms, in Å:
C -3.07 0.95 1.83
C -0.52 -0.82 0.67
C -0.18 0.12 -0.20
C 1.23 0.48 -0.57
N -2.49 -0.06 1.62
N -1.79 -0.98 1.26
I -1.73 1.07 -1.32
H -3.18 1.54 2.70
H 0.10 -1.55 1.26
H 1.44 0.62 -1.62
H 1.90 -0.25 0.06
H 1.58 1.55 -0.15

***

Entry 15:
Formula: C3H5NO4
Source: OMol25
Level of theory: the ωB97M-V functional and the def2-TZVPD basis

* HOMO: -10.3 eV
* relative energy (zero: lowest compared OMol25 entry of this formula, charge and spin): 466.5 kJ/mol
* HOMO-LUMO gap: 10.6185 eV

Positions of all 13 atoms, in Å:
C -0.17 1.54 0.33
C 0.47 0.38 0.15
C -0.20 -0.95 -0.20
N -1.84 -0.54 -0.48
O -1.93 0.22 -1.43
O -2.66 -1.23 0.06
O 0.36 -1.51 -1.32
O -0.18 -1.80 0.81
H 0.47 2.40 0.61
H -1.15 1.74 0.01
H 1.53 0.36 0.23
H 0.62 -0.86 -1.97
H -0.60 -2.61 0.44